ORCA calculation (wB97M-V/def2-TZVPD) on the ion C5H6N3 with charge +1 at a distorted geometry.

Structure (XYZ):
```
14
Properties=species:S:1:pos:R:3:nbo_charge:R:1
H 2.802 1.191 -1.100 0.248
C 0.051 -0.021 0.081 0.321
N -1.051 -0.696 -0.508 -0.374
H -1.917 -0.478 1.463 0.267
H -2.519 -2.017 0.615 0.279
H -0.890 -0.774 -1.451 0.463
C 1.803 1.101 -0.666 0.088
C 0.998 2.046 0.019 0.026
H 0.420 -2.187 0.178 0.302
N -0.107 1.550 0.477 -0.307
N 1.293 -0.062 -0.647 -0.412
H 1.248 3.055 0.316 0.251
C -1.794 -1.218 0.707 -0.148
C -0.337 -1.490 0.516 -0.004
```

Properties
**Charge**: +1
**HOMO level**: -15.0 eV
**Energy relative to the best compared isomer or geometry (same formula, charge and spin)**: 104.5 kcal/mol
**Spin multiplicity**: 1
**E_LUMO**: -5.13 eV